#one
A 5-piece molecular cluster, C6H21NO4 overall. Source: the Open Molecules 2025 dataset; level of theory: ωB97M-V/def2-TZVPD.

For the gap between HOMO and LUMO, the calculation gives 10.055 eV. Its LUMO energy is 0.73 eV. The calculation puts the highest occupied orbital energy at -9.3 eV. The SMILES is C=C(CC)CCN.O.O.O.O.

Element x y z (Å)
O -1.09845 -1.69244 -2.78359
O 0.89523 0.11153 -3.37851
O -1.62123 3.11606 -0.05658
O -1.22060 1.04428 -1.82455
N -2.02486 0.42739 1.07650
C -0.98309 0.30387 2.09802
C 0.94216 -2.31363 0.27501
C -0.13022 -0.96832 2.04520
C 1.51331 0.08015 0.33422
C 2.72269 0.37747 1.23383
C 0.75883 -1.11881 0.82922
H -0.38370 1.00703 -2.33490
H -1.66361 0.30813 0.13091
H 2.43567 0.56750 2.26781
H 0.87920 0.96694 0.28897
H 3.40812 -0.47118 1.22331
H -2.79893 -0.20507 1.25466
H 3.26322 1.23723 0.83584
H -1.52485 -0.91794 -2.37099
H 0.50677 -0.98707 2.93745
H -1.26981 1.88766 -1.32812
H 0.32445 -0.69309 -3.29213
H 1.59732 -2.49845 -0.57063
H -2.45548 3.51016 -0.35293
H -1.87189 2.45219 0.62853
H -0.77825 -1.84573 2.09741
H 1.85803 -0.07248 -0.68824
H -0.77828 -2.21742 -2.03831
H 0.46030 -3.21872 0.63655
H -0.33735 1.18211 2.07698
H 0.85842 0.30566 -4.31792
H -1.48312 0.33500 3.06698

=====

#two
A 5-piece molecular cluster, C6H21NO4 overall. Source: the Open Molecules 2025 dataset; level of theory: ωB97M-V/def2-TZVPD.

For the gap between HOMO and LUMO, the calculation gives 9.455 eV. Its LUMO energy is 0.59 eV. The calculation puts the highest occupied orbital energy at -8.9 eV. The SMILES is C=C(CCC)NC.O.O.O.O.

Element x y z (Å)
O -2.71201 -0.55583 0.46924
O 1.03615 4.05228 -0.72502
O -1.93374 -1.21657 2.95862
O 0.59352 -1.95685 2.40513
N -0.58973 -1.31908 -1.53243
C 0.35219 1.15122 0.39983
C 1.66005 -1.65534 -0.77699
C 0.67925 -0.81866 -1.15186
C -1.23601 -0.65871 -2.68597
C 0.82156 0.65487 -1.00398
C 1.47542 1.04817 1.44055
H 1.65828 3.30258 -0.49964
H -0.59859 -2.35000 -1.68239
H 1.82993 0.02728 1.52125
H 2.55554 -1.32669 -0.32859
H 0.25211 1.22082 -1.78840
H 0.50103 -1.79395 1.47455
H -2.72834 0.36364 0.36532
H 1.11006 1.43583 2.38854
H -2.23144 -1.17392 -2.95538
H -2.21072 -0.96340 2.01732
H -0.02194 2.17916 0.33416
H 1.82989 0.92354 -1.16624
H -2.39862 -1.95200 3.18402
H -1.45188 0.45774 -2.48972
H 1.21484 4.69832 -0.12773
H -0.50818 0.55305 0.68394
H -2.02461 -0.87487 -0.14376
H -0.27693 -1.65399 2.73550
H 1.64478 -2.72159 -0.89050
H -0.65182 -0.71976 -3.61981
H 2.35997 1.64272 1.19044

=====

Which one sits at the bottom of the stability order? #two does.

=====

#one
A 2-piece molecular cluster, C2H9O2 overall. Source: the Open Molecules 2025 dataset; level of theory: ωB97M-V/def2-TZVPD.

For the gap between HOMO and LUMO, the calculation gives 13.554 eV. Its LUMO energy is -3.66 eV. As for the net charge: +1. The calculation puts the highest occupied orbital energy at -17.2 eV.

Element x y z (Å)
O 0.68673 0.87626 -0.36072
O 0.03008 -0.54028 -2.34621
C -0.19493 0.83497 0.98691
C -0.17290 -0.56363 1.42376
H -0.57570 -1.35569 0.84810
H 0.25587 1.48593 1.75937
H 0.73465 -0.92742 1.92653
H 0.58391 1.64959 -0.95314
H 0.22921 0.21601 -1.01077
H -0.04976 -1.45014 -2.00477
H 0.49806 -0.70836 -3.17703
H -0.87853 -0.69678 2.34196
H -1.14669 1.17953 0.56601

=====

#two
A 2-piece molecular cluster, C2H9O2 overall. Source: the Open Molecules 2025 dataset; level of theory: ωB97M-V/def2-TZVPD.

For the gap between HOMO and LUMO, the calculation gives 12.810 eV. Its LUMO energy is -3.70 eV. As for the net charge: +1. The calculation puts the highest occupied orbital energy at -16.5 eV.

Element x y z (Å)
O -0.41960 0.31679 -0.32523
O 2.12272 1.49123 -1.02162
C -1.57863 -1.12959 1.26740
C -0.50428 -1.11017 0.19943
H -1.13895 -1.00863 2.26688
H 0.49638 -1.38333 0.52082
H -0.78436 -1.74865 -0.63817
H 1.72106 2.34101 -1.17888
H -2.30554 -0.32441 1.14052
H -0.91068 0.86087 0.31497
H 3.05602 1.66235 -1.19177
H 0.50654 0.57175 -0.50652
H -2.05904 -2.08732 1.44013

=====

Which one sits at the bottom of the stability order? #one does.

=====

#one
C4H6IN as an isolated structure. Source: the Open Molecules 2025 dataset; level of theory: ωB97M-V/def2-TZVPD.

For the gap between HOMO and LUMO, the calculation gives 8.835 eV. Its LUMO energy is 0.15 eV. The calculation puts the highest occupied orbital energy at -8.7 eV.

Element x y z (Å)
I 0.04840 -3.27870 -0.51188
N -0.00216 -1.36823 -1.02361
C 1.01808 -0.60942 0.02815
C -1.26194 -0.65411 -1.06706
C 2.10250 -0.27764 0.57201
C 0.90199 0.58019 0.88160
H 0.62243 0.45474 1.88218
H 3.06710 -0.61170 1.00713
H -1.96876 -1.18115 -0.40359
H -1.02596 0.44014 -0.60312
H 0.61460 1.65018 0.54385
H -1.57895 -0.58794 -2.06852

=====

#two
A 2-piece molecular cluster, C4H6IN overall. Source: the Open Molecules 2025 dataset; level of theory: ωB97M-V/def2-TZVPD.

For the gap between HOMO and LUMO, the calculation gives 7.812 eV. Its LUMO energy is 0.02 eV. The calculation puts the highest occupied orbital energy at -7.8 eV.

Element x y z (Å)
I 4.31011 0.29591 -0.09068
N 1.17165 -0.54613 0.38421
C -2.05294 0.18519 -0.53858
C -0.89957 0.90746 0.17127
C 0.29205 0.16623 0.17823
C 3.23778 -1.47596 -0.11394
H -2.17854 -0.87511 0.05912
H 3.08770 -2.01095 0.81785
H -1.81289 -0.10160 -1.51590
H -0.87468 1.84168 -0.34364
H -3.01142 0.56679 -0.30418
H -1.26926 1.04651 1.29623

=====

Which one sits at the bottom of the stability order? #one does.

=====

#one
One molecule with the formula C20H25N3O4S. Source: the Open Molecules 2025 dataset; level of theory: ωB97M-V/def2-TZVPD.

For the gap between HOMO and LUMO, the calculation gives 8.043 eV. Its LUMO energy is 0.62 eV. The calculation puts the highest occupied orbital energy at -7.4 eV. The SMILES is COc1ccc(N2CCN(C(=O)CN(c3ccccc3)S(C)(=O)=O)CC2)cc1.

Element x y z (Å)
S 1.42086 1.80588 0.47056
O 2.06180 3.05334 0.76809
O 4.09244 -1.08274 -0.46510
O -0.85031 -0.60966 1.17093
O 1.63827 1.29283 -0.85226
N -1.01332 -2.35152 -2.31583
N -0.25254 1.98014 0.62685
N -2.23810 -0.88298 -0.57893
C -2.67700 -0.56535 -1.91706
C -0.07581 3.07904 2.77394
C 2.89203 -1.44092 -1.01687
C -2.15034 2.05247 2.15916
C 1.18021 -1.40535 -2.69566
C -1.35314 -0.16936 0.15222
C -2.69933 2.45692 3.36272
C 0.29622 -2.09942 -1.87013
C -0.63446 3.47700 3.97334
C 1.91632 0.58570 1.69848
C -0.82363 2.35161 1.84721
C -1.90193 -3.12514 -1.48016
C -1.73454 -1.26066 -2.94014
C -1.94827 3.16680 4.28093
C 2.45273 -1.06956 -2.27955
C 2.06271 -2.23659 -0.23357
C -1.03248 1.24415 -0.33488
C 0.78892 -2.56092 -0.64960
C 4.84164 -0.09168 -1.13031
C -2.42432 -2.29214 -0.28056
H 2.85325 0.15791 1.36549
H -1.39320 -4.02632 -1.13998
H -3.69854 -0.94676 -2.01836
H -2.32590 -1.65569 -3.77427
H 3.08092 -0.50033 -2.94407
H -1.93770 1.80997 -0.57315
H 2.42095 -2.57285 0.72695
H 1.13752 -0.16650 1.73369
H -2.69727 0.50888 -2.08379
H -1.87383 -2.50197 0.63639
H 0.93649 3.35538 2.53632
H 2.02739 1.08690 2.64993
H 5.25063 -0.46475 -2.07516
H 5.66384 0.15832 -0.46072
H -0.40523 1.16509 -1.22624
H 4.23172 0.79776 -1.31571
H -3.48817 -2.48508 -0.10790
H 0.87647 -1.11147 -3.68909
H -2.74089 -3.43339 -2.11252
H -2.38109 3.47732 5.21960
H -0.03402 4.04012 4.67253
H -2.76744 1.49029 1.47684
H -1.02598 -0.53532 -3.33276
H 0.18328 -3.15748 0.01157
H -3.72784 2.20813 3.58057

=====

#two
One molecule with the formula C20H25N3O4S. Source: the Open Molecules 2025 dataset; level of theory: ωB97M-V/def2-TZVPD.

For the gap between HOMO and LUMO, the calculation gives 9.359 eV. Its LUMO energy is 0.58 eV. The calculation puts the highest occupied orbital energy at -8.8 eV. The SMILES is COc1ccc(S(=O)(=O)N2CCCCCC2)cc1C(=O)Nc1cccc(C)n1.

Element x y z (Å)
S -2.46600 1.58316 1.46638
O -1.53400 2.65398 1.26308
O -3.26620 1.57170 2.65604
O 0.48773 -3.54310 1.35238
O 1.94838 -1.66037 -1.03160
N 4.39184 1.20964 0.85467
N -3.49865 1.56905 0.17757
N 2.58650 -0.11939 0.52683
C -1.36645 -2.28637 1.87024
C -2.08944 -1.11883 1.93876
C -4.78223 -0.32397 -1.99489
C 3.82962 0.30548 0.06025
C -4.70797 0.79669 0.28446
C 6.25766 1.29752 -0.60948
C -1.54047 0.04524 1.42563
C -3.42723 -0.12217 -2.68245
C 5.57841 1.70376 0.53672
C 5.66892 0.35321 -1.43278
C 0.45395 -1.14614 0.75888
C 6.15682 2.72035 1.46940
C 1.73672 -1.03697 -0.01206
C -2.96534 1.88457 -1.12321
C 4.42728 -0.16482 -1.10445
C -0.09011 -2.32947 1.28297
C 1.82005 -3.76449 0.94545
C -4.70702 -0.53108 -0.48086
C -2.39707 0.67612 -1.87731
C -0.28880 0.03221 0.85615
H -5.26519 -1.18911 -2.45432
H -1.90828 0.02170 -1.15450
H -5.58774 -1.08943 -0.15643
H -5.54306 1.41165 -0.07510
H 7.22385 1.71647 -0.84404
H 2.50535 -3.05220 1.41457
H -2.98810 -1.09669 -2.90691
H 6.34276 3.65356 0.94085
H -3.74738 2.37129 -1.71364
H 1.92726 -3.70421 -0.13980
H -3.60415 0.37878 -3.63671
H 5.46519 2.90255 2.28613
H -2.17214 2.61006 -0.93533
H -4.85194 0.62776 1.35235
H 3.93467 -0.89804 -1.71846
H 7.10431 2.36648 1.87227
H -1.62484 1.02438 -2.56587
H 2.30703 0.35934 1.37451
H 6.17135 0.01916 -2.32872
H -1.75467 -3.20900 2.27155
H -5.42354 0.53804 -2.19040
H 0.10234 0.95911 0.46382
H -3.06144 -1.08546 2.40349
H 2.05774 -4.77247 1.28351
H -3.82631 -1.11923 -0.21958

=====

Which one sits at the bottom of the stability order? #one does.